Entry w
DFT (ωB97M-V/def2-TZVPD) results for an isolated molecule of C8H8.

Geometry (Å):
1 C -0.690 0.907 0.902
2 C -0.949 1.176 -0.540
3 C -2.152 0.420 -0.702
4 C -1.621 -0.209 0.388
5 C -0.763 -1.473 0.278
6 C 0.559 -0.932 -0.054
7 C 0.547 0.521 0.231
8 C 1.734 1.379 0.092
9 H -2.986 -0.006 -1.185
10 H -0.776 -1.909 1.316
11 H -1.147 -2.171 -0.415
12 H 1.406 -1.514 0.467
13 H 0.730 -0.997 -1.062
14 H 1.513 2.433 0.555
15 H 2.007 1.452 -0.917
16 H 2.589 0.924 0.647

## Properties
* Kohn-Sham gap: 0.3093 Ha
* net charge: 0
* molecular weight: 104.2 g/mol
* HOMO energy: -8.14 eV
* LUMO energy: 0.274 eV

Results of the Mulliken charge analysis, in e, for atoms 1 through 8: atom 1 (C): -0.61, atom 2 (C): -0.25, atom 3 (C): -0.67, atom 4 (C): 0.43, atom 5 (C): -0.54, atom 6 (C): -0.74, atom 7 (C): 0.96, atom 8 (C): -1.35

Entry x
DFT (ωB97M-V/def2-TZVPD) results for an isolated molecule of C8H8.

Geometry (Å):
1 C 0.658 -0.883 -1.097
2 C -0.665 -0.870 -1.112
3 C -1.268 0.012 0.000
4 C -0.652 1.404 -0.214
5 C 0.676 1.391 -0.208
6 C 1.265 -0.010 0.002
7 C 0.655 -0.512 1.314
8 C -0.672 -0.507 1.311
9 H 1.298 -1.439 -1.779
10 H -1.298 -1.443 -1.784
11 H -2.354 0.022 -0.009
12 H -1.288 2.270 -0.360
13 H 1.318 2.261 -0.339
14 H 2.360 -0.009 0.010
15 H 1.282 -0.851 2.135
16 H -1.315 -0.834 2.129

## Properties
* SMILES string: C1=CC2C=CC1C=C2
* Kohn-Sham gap: 0.3491 Ha
* net charge: 0
* molecular weight: 104.2 g/mol
* HOMO energy: -8.32 eV
* LUMO energy: 1.181 eV

Results of the Mulliken charge analysis, in e, for atoms 1 through 8: atom 1 (C): -0.52, atom 2 (C): -0.54, atom 3 (C): -0.09, atom 4 (C): -0.54, atom 5 (C): -0.52, atom 6 (C): -0.08, atom 7 (C): -0.54, atom 8 (C): -0.52

The winner here is entry x, beating the second structure by 130.6 kcal/mol.

Entry w
DFT (ωB97M-V/def2-TZVPD) results for a cluster of 2 separate species, C8H8 in total.

Geometry (Å):
1 C -3.762 0.228 -0.355
2 C -4.390 -0.156 0.589
3 C 0.130 0.433 -0.390
4 C 0.403 -0.975 -0.432
5 C 1.640 -1.411 0.008
6 C 2.561 -0.522 0.366
7 C 2.341 0.975 0.124
8 C 1.047 1.473 0.044
9 H -2.965 0.416 -1.071
10 H -4.979 -0.709 1.242
11 H -0.875 0.895 -0.326
12 H -0.489 -1.677 -0.685
13 H 1.849 -2.436 -0.001
14 H 3.533 -1.100 0.691
15 H 3.151 1.772 0.312
16 H 0.964 2.562 0.115

## Properties
* SMILES string: c1ccccc1.C#C
* Kohn-Sham gap: 0.3648 Ha
* net charge: 0
* molecular weight: 104.2 g/mol
* HOMO energy: -8.98 eV
* LUMO energy: 0.950 eV

Results of the Mulliken charge analysis, in e, for atoms 1 through 8: atom 1 (C): -0.37, atom 2 (C): -0.29, atom 3 (C): 0.05, atom 4 (C): -0.21, atom 5 (C): -0.30, atom 6 (C): -0.20, atom 7 (C): -0.42, atom 8 (C): -0.46

Entry x
DFT (ωB97M-V/def2-TZVPD) results for an isolated molecule of C8H8.

Geometry (Å):
1 C 1.866 -0.361 -0.184
2 C 2.522 -0.875 0.849
3 C -0.172 0.734 0.914
4 C 0.487 0.168 -0.182
5 C -0.250 -0.141 -1.322
6 C -1.646 -0.051 -1.319
7 C -2.287 0.503 -0.216
8 C -1.542 0.889 0.891
9 H 2.314 -0.490 -1.161
10 H 3.497 -1.335 0.775
11 H 2.218 -0.838 1.890
12 H 0.425 0.951 1.789
13 H 0.197 -0.541 -2.224
14 H -2.282 -0.383 -2.126
15 H -3.368 0.483 -0.174
16 H -1.977 1.287 1.800

## Properties
* SMILES string: C=Cc1ccccc1
* Kohn-Sham gap: 0.3542 Ha
* net charge: 0
* molecular weight: 104.2 g/mol
* HOMO energy: -8.70 eV
* LUMO energy: 0.943 eV

Results of the Mulliken charge analysis, in e, for atoms 1 through 8: atom 1 (C): -0.31, atom 2 (C): -0.82, atom 3 (C): -0.47, atom 4 (C): 0.80, atom 5 (C): -0.40, atom 6 (C): -0.45, atom 7 (C): -0.44, atom 8 (C): -0.35

Entry y
DFT (ωB97M-V/def2-TZVPD) results for a cluster of 2 separate species, C8H8 in total.

Geometry (Å):
1 C -2.004 -0.322 0.901
2 C -2.555 0.228 0.011
3 C 1.181 1.341 0.103
4 C -0.102 1.102 -0.353
5 C -0.535 -0.194 -0.553
6 C 0.361 -1.253 -0.410
7 C 1.659 -0.995 0.043
8 C 2.077 0.285 0.297
9 H -1.509 -1.026 1.615
10 H -3.252 0.586 -0.768
11 H 1.516 2.346 0.318
12 H -0.790 1.924 -0.525
13 H -1.522 -0.360 -0.993
14 H 0.061 -2.286 -0.579
15 H 2.327 -1.850 0.203
16 H 3.089 0.475 0.690

## Properties
* SMILES string: c1ccccc1.C#C
* Kohn-Sham gap: 0.3183 Ha
* net charge: 0
* molecular weight: 104.2 g/mol
* HOMO energy: -7.55 eV
* LUMO energy: 1.112 eV

Results of the Mulliken charge analysis, in e, for atoms 1 through 8: atom 1 (C): 0.05, atom 2 (C): -0.82, atom 3 (C): -0.30, atom 4 (C): -0.54, atom 5 (C): 0.25, atom 6 (C): -0.50, atom 7 (C): -0.14, atom 8 (C): -0.54

The winner here is entry x, beating the second structure by 82.9 kcal/mol.

Entry w
DFT (ωB97M-V/def2-TZVPD) results for a cluster of 11 separate species, H21O11 in total.

Geometry (Å):
1 O 0.031 0.051 0.408
2 H -0.431 0.096 -0.569
3 O 0.954 -1.065 2.786
4 H 1.537 -1.757 2.737
5 H 0.712 -0.542 2.023
6 O 2.333 0.912 1.403
7 H 2.213 0.516 2.262
8 H 1.430 0.670 1.093
9 O 0.450 0.817 -3.562
10 H 0.751 1.059 -2.734
11 H 1.150 0.930 -4.260
12 O 1.696 -1.741 -0.456
13 H 0.893 -1.080 -0.017
14 H 1.228 -2.524 -0.225
15 O -2.320 0.639 -3.338
16 H -2.608 -0.250 -2.975
17 H -1.403 0.555 -3.354
18 O 0.214 -3.301 0.669
19 H -0.481 -2.842 0.552
20 H 0.250 -3.739 -0.206
21 O 0.162 2.502 2.486
22 H 0.888 2.254 1.908
23 H -0.546 2.121 1.961
24 O -1.738 -1.943 0.309
25 H -1.086 -1.243 0.275
26 H -2.187 -1.763 -0.525
27 O -2.156 1.304 1.437
28 H -1.353 0.846 1.081
29 H -2.732 1.588 0.761
30 O 0.491 2.574 -0.811
31 H 0.184 1.787 -0.487
32 H 1.466 2.556 -0.642

## Properties
* Kohn-Sham gap: 0.3301 Ha
* net charge: -1
* molecular weight: 197.2 g/mol
* HOMO energy: -6.32 eV
* LUMO energy: 2.665 eV

Results of the Mulliken charge analysis, in e, for atoms 1 through 8: atom 1 (O): -1.35, atom 2 (H): 0.30, atom 3 (O): -0.62, atom 4 (H): 0.31, atom 5 (H): 0.56, atom 6 (O): -0.69, atom 7 (H): 0.48, atom 8 (H): -0.02

Entry x
DFT (ωB97M-V/def2-TZVPD) results for a structure of composition H21O11.

Geometry (Å):
1 O 0.714 -4.300 0.897
2 H 0.205 -4.983 1.336
3 H 0.441 -4.060 0.007
4 O 1.624 2.407 1.018
5 H 1.129 1.890 1.649
6 H 2.498 2.087 0.807
7 O 3.634 2.017 -2.096
8 H -1.753 -3.582 0.599
9 H -2.585 -0.751 2.736
10 O 0.084 2.298 -3.254
11 H -0.037 3.204 -2.967
12 H 0.900 2.124 -3.729
13 O -1.138 -0.187 1.682
14 H -0.539 -0.480 2.385
15 H -1.783 0.868 -1.487
16 O -3.213 -0.396 3.389
17 H -3.301 0.524 3.123
18 H -1.739 -0.083 -0.376
19 O -2.373 0.266 -1.008
20 H 3.356 1.113 -1.793
21 O -2.017 -3.135 -0.211
22 H 2.817 2.515 -1.999
23 H -1.949 -2.270 0.233
24 O -0.922 2.645 -0.508
25 H -0.003 2.343 -0.534
26 H -1.370 2.266 0.257
27 O 0.542 -1.267 0.028
28 H -0.481 -0.348 0.942
29 H 0.670 -2.204 0.178
30 O 2.267 0.289 -0.674
31 H 2.876 -0.348 -0.281
32 H 1.446 -0.462 -0.347

## Properties
* Kohn-Sham gap: 0.3204 Ha
* net charge: -1
* molecular weight: 197.2 g/mol
* HOMO energy: -5.98 eV
* LUMO energy: 2.741 eV

Results of the Mulliken charge analysis, in e, for atoms 1 through 8: atom 1 (O): -0.65, atom 2 (H): 0.29, atom 3 (H): 0.33, atom 4 (O): -0.62, atom 5 (H): 0.27, atom 6 (H): 0.32, atom 7 (O): -0.68, atom 8 (H): 0.30

The winner here is entry x, beating the second structure by 39.2 kcal/mol.

Entry w
DFT (ωB97M-V/def2-TZVPD) results for an isolated molecule of C13H16Si.

Geometry (Å):
1 C 3.273 -1.189 -1.560
2 C -1.265 -2.587 -0.637
3 C 2.967 0.116 -1.162
4 C -1.575 -1.245 -0.342
5 C 2.358 -2.216 -1.443
6 C 0.016 -2.937 -0.901
7 C 1.694 0.435 -0.780
8 C -0.642 -0.243 -0.350
9 C 1.039 -1.931 -1.020
10 C 0.702 -0.572 -0.683
11 C -0.370 2.895 0.150
12 C -0.391 0.975 2.368
13 C -2.970 1.330 1.057
14 Si -1.135 1.249 0.654
15 H 4.288 -1.381 -1.840
16 H -2.049 -3.332 -0.630
17 H 3.717 0.883 -1.208
18 H -2.583 -0.936 -0.122
19 H 2.638 -3.239 -1.703
20 H 0.253 -3.977 -1.038
21 H 1.418 1.444 -0.521
22 H -0.674 2.976 -0.883
23 H 0.746 2.894 0.348
24 H -0.763 3.711 0.738
25 H 0.681 1.150 2.382
26 H -0.842 1.668 3.050
27 H -0.532 -0.051 2.732
28 H -3.414 0.422 1.438
29 H -3.085 2.144 1.796
30 H -3.500 1.545 0.111

## Properties
* SMILES string: C[Si](C)(C)c1cccc2ccccc12
* Kohn-Sham gap: 0.3223 Ha
* net charge: 0
* molecular weight: 200.4 g/mol
* HOMO energy: -8.25 eV
* LUMO energy: 0.524 eV

Results of the Mulliken charge analysis, in e, for atoms 1 through 8: atom 1 (C): -0.50, atom 2 (C): -0.94, atom 3 (C): -0.75, atom 4 (C): -0.33, atom 5 (C): -0.75, atom 6 (C): -0.69, atom 7 (C): -0.35, atom 8 (C): 0.47

Entry x
DFT (ωB97M-V/def2-TZVPD) results for an isolated molecule of C13H16Si.

Geometry (Å):
1 C -3.291 0.311 -2.342
2 C -3.141 -1.031 -1.840
3 C -2.276 1.142 -2.301
4 C -2.057 -1.576 -1.291
5 C -1.048 0.810 -1.583
6 C -0.919 -0.676 -1.181
7 C -0.019 1.668 -1.279
8 C 1.075 1.211 -0.347
9 C 1.481 -0.160 -0.877
10 C 1.536 0.565 2.798
11 C 0.982 1.980 2.901
12 C 0.322 -1.133 -0.914
13 C 0.684 -2.500 -0.538
14 Si 0.295 0.937 1.407
15 H -4.171 0.587 -2.907
16 H -3.965 -1.736 -2.065
17 H -2.285 2.207 -2.592
18 H -2.252 -2.535 -0.784
19 H -0.267 2.773 -1.502
20 H 1.781 1.897 -0.202
21 H 1.774 -0.035 -1.909
22 H 2.153 -0.641 -0.280
23 H 2.558 0.578 2.319
24 H 1.471 -0.270 3.496
25 H 0.306 2.369 3.705
26 H 1.633 2.799 2.904
27 H 0.943 -2.495 0.457
28 H 1.443 -3.055 -1.148
29 H -0.097 -3.216 -0.577
30 H -1.006 0.282 1.499

## Properties
* SMILES string: CC1=c2ccccc2=C[C@@H]([SiH]2CC2)C1
* Kohn-Sham gap: 0.2721 Ha
* net charge: 0
* molecular weight: 200.4 g/mol
* HOMO energy: -7.30 eV
* LUMO energy: 0.105 eV

Results of the Mulliken charge analysis, in e, for atoms 1 through 8: atom 1 (C): -0.61, atom 2 (C): -0.31, atom 3 (C): -0.89, atom 4 (C): -1.11, atom 5 (C): 1.40, atom 6 (C): 1.14, atom 7 (C): -1.09, atom 8 (C): -0.37

The winner here is entry w, beating the second structure by 109.5 kcal/mol.